Record 1
{"formula": "C23H24NO3", "method": "the ωB97M-V functional and the def2-TZVPD basis", "species": ["C", "O", "C", "C", "C", "C", "C", "C", "C", "C", "C", "C", "C", "C", "C", "C", "C", "C", "C", "O", "C", "C", "C", "C", "C", "H", "H", "H", "H", "H", "H", "H", "H", "H", "H", "H", "H", "H", "H", "H", "H", "H", "H", "H", "H", "H", "N", "O", "H", "H", "H"], "coordinates": [[-2.23, -3.86, 5.50], [-2.95, -2.90, 4.70], [-2.26, -2.18, 3.78], [-3.02, -1.40, 2.87], [-2.39, -0.75, 1.83], [-0.98, -0.75, 1.69], [-0.32, -0.09, 0.57], [-0.97, -0.07, -0.69], [-0.55, 0.60, -1.84], [-1.44, 0.95, -2.94], [-0.96, 1.77, -3.99], [-1.74, 2.04, -5.11], [-3.03, 1.51, -5.21], [-3.54, 0.72, -4.17], [-2.76, 0.45, -3.04], [1.00, 0.50, 0.78], [1.36, 1.08, 2.03], [2.59, 1.66, 2.24], [3.56, 1.66, 1.20], [4.77, 2.20, 1.48], [5.78, 2.14, 0.43], [3.23, 1.09, -0.05], [1.99, 0.51, -0.22], [-0.24, -1.47, 2.66], [-0.85, -2.19, 3.67], [-2.99, -4.28, 6.15], [-1.80, -4.65, 4.87], [-1.44, -3.38, 6.09], [-4.10, -1.37, 3.00], [-2.99, -0.20, 1.10], [-1.92, -0.60, -0.74], [0.34, 1.22, -1.79], [0.05, 2.19, -3.91], [-1.33, 2.65, -5.91], [-3.64, 1.71, -6.10], [-4.54, 0.30, -4.25], [-3.17, -0.16, -2.23], [0.63, 1.08, 2.85], [2.85, 2.11, 3.19], [6.64, 2.63, 0.87], [6.02, 1.09, 0.17], [5.45, 2.68, -0.47], [3.94, 1.09, -0.87], [1.80, 0.05, -1.18], [0.85, -1.49, 2.61], [-0.25, -2.78, 4.37], [0.82, -1.00, -3.06], [1.72, 0.10, -3.30], [0.80, -1.19, -2.06], [-0.08, -0.80, -3.50], [2.23, -0.19, -4.08]], "relative_energy_ev": 2.728, "e_tot_ha": -1170.95820, "total_charge": 1, "spin_multiplicity": 1, "homo_lumo_gap_ha": 0.2358}


Record 2
{"formula": "C40H65N5O15S5", "method": "the ωB97M-V functional and the def2-TZVPD basis", "species": ["O", "S", "O", "O", "C", "C", "C", "H", "H", "H", "H", "H", "H", "H", "H", "O", "S", "O", "O", "C", "C", "C", "H", "H", "H", "H", "H", "H", "H", "H", "O", "S", "O", "O", "C", "C", "C", "H", "H", "H", "H", "H", "H", "H", "H", "O", "S", "O", "O", "C", "C", "C", "H", "H", "H", "H", "H", "H", "H", "H", "O", "S", "O", "O", "C", "C", "C", "H", "H", "H", "H", "H", "H", "H", "H", "N", "C", "C", "C", "C", "C", "H", "H", "H", "H", "H", "N", "C", "C", "C", "C", "C", "H", "H", "H", "H", "H", "N", "C", "C", "C", "C", "C", "H", "H", "H", "H", "H", "N", "C", "C", "C", "C", "C", "H", "H", "H", "H", "H", "N", "C", "C", "C", "C", "C", "H", "H", "H", "H", "H"], "coordinates": [[14.03, 18.31, 13.74], [14.14, 17.38, 12.63], [15.08, 17.61, 11.56], [14.36, 15.92, 13.27], [15.35, 15.09, 12.72], [15.37, 13.75, 13.48], [12.50, 17.22, 11.91], [16.32, 15.56, 12.84], [15.10, 15.00, 11.64], [16.12, 13.06, 13.13], [14.41, 13.25, 13.47], [15.54, 14.00, 14.55], [12.52, 16.36, 11.19], [12.32, 18.07, 11.27], [11.80, 17.00, 12.70], [9.79, 15.51, 14.77], [10.30, 16.44, 15.75], [10.34, 16.06, 17.15], [11.80, 16.87, 15.30], [12.71, 17.52, 16.35], [13.26, 16.46, 17.26], [9.28, 17.90, 15.61], [12.08, 18.27, 16.80], [13.41, 18.07, 15.78], [13.44, 15.57, 16.64], [12.55, 16.24, 18.05], [14.21, 16.78, 17.68], [9.61, 18.65, 16.37], [8.23, 17.62, 15.76], [9.48, 18.21, 14.57], [16.33, 16.06, 15.90], [17.03, 17.33, 15.87], [16.37, 18.59, 16.16], [18.23, 17.03, 16.90], [18.85, 18.08, 17.78], [18.11, 17.99, 19.10], [17.98, 17.55, 14.32], [18.77, 19.07, 17.27], [19.93, 17.85, 17.91], [18.55, 18.46, 19.98], [17.97, 16.95, 19.41], [17.08, 18.37, 18.90], [18.99, 17.80, 14.69], [17.46, 18.29, 13.72], [18.07, 16.61, 13.79], [13.39, 9.44, 16.76], [14.11, 9.99, 15.66], [14.15, 9.22, 14.45], [13.44, 11.35, 15.32], [13.19, 12.35, 16.46], [11.71, 12.53, 16.69], [15.80, 10.59, 16.08], [13.53, 13.31, 15.96], [13.73, 11.99, 17.33], [11.24, 12.82, 15.76], [11.64, 13.38, 17.35], [11.18, 11.75, 17.18], [15.69, 11.40, 16.81], [16.28, 10.98, 15.16], [16.33, 9.71, 16.40], [9.42, 17.47, 9.61], [8.78, 17.49, 10.90], [9.61, 18.00, 11.94], [7.47, 18.28, 10.77], [7.64, 19.70, 10.32], [6.26, 20.39, 10.44], [8.15, 15.84, 11.29], [7.88, 19.73, 9.25], [8.32, 20.26, 10.91], [5.58, 19.80, 9.84], [6.19, 21.44, 10.04], [5.87, 20.37, 11.42], [7.68, 15.95, 12.26], [8.99, 15.17, 11.46], [7.55, 15.32, 10.53], [16.24, 13.95, 9.26], [15.85, 15.20, 9.16], [15.59, 15.83, 7.94], [15.53, 15.10, 6.84], [16.02, 13.79, 6.93], [16.39, 13.26, 8.12], [15.70, 15.78, 10.12], [15.30, 16.86, 7.87], [15.27, 15.46, 5.84], [16.07, 13.27, 5.98], [16.70, 12.28, 8.25], [18.81, 14.16, 13.67], [19.04, 13.38, 12.64], [19.25, 11.97, 12.81], [19.12, 11.36, 14.01], [18.85, 12.22, 15.12], [18.75, 13.59, 14.90], [19.13, 13.76, 11.63], [19.49, 11.36, 11.96], [19.22, 10.28, 14.01], [18.64, 11.80, 16.11], [18.51, 14.25, 15.79], [17.94, 8.67, 12.64], [16.85, 9.37, 12.91], [16.30, 10.36, 12.07], [16.90, 10.51, 10.87], [17.99, 9.75, 10.57], [18.45, 8.76, 11.43], [16.38, 9.16, 13.91], [15.42, 10.90, 12.38], [16.60, 11.34, 10.23], [18.50, 9.82, 9.63], [19.28, 8.03, 11.22], [11.69, 13.39, 11.83], [12.50, 12.61, 11.15], [12.68, 11.28, 11.52], [11.80, 10.73, 12.46], [10.89, 11.61, 13.04], [10.88, 12.92, 12.73], [13.04, 13.01, 10.26], [13.32, 10.63, 10.89], [11.81, 9.72, 12.72], [10.17, 11.34, 13.75], [10.25, 13.61, 13.28], [11.78, 21.31, 9.58], [12.87, 20.58, 9.28], [13.83, 20.29, 10.22], [13.64, 20.73, 11.52], [12.51, 21.44, 11.82], [11.63, 21.69, 10.81], [12.98, 20.27, 8.23], [14.60, 19.55, 9.99], [14.43, 20.58, 12.29], [12.46, 21.85, 12.83], [10.70, 22.23, 10.97]], "relative_energy_ev": 0.032, "e_tot_ha": -4956.32838, "total_charge": 0, "spin_multiplicity": 1, "smiles": "CCOS(C)(=O)=O.CCOS(C)(=O)=O.CCOS(C)(=O)=O.CCOS(C)(=O)=O.CCOS(C)(=O)=O.c1ccncc1.c1ccncc1.c1ccncc1.c1ccncc1.c1ccncc1", "homo_lumo_gap_ha": 0.3527}


Record 3
{"formula": "C4H12NO3", "method": "the ωB97M-V functional and the def2-TZVPD basis", "species": ["C", "C", "C", "C", "O", "O", "N", "H", "H", "H", "H", "H", "H", "H", "H", "H", "H", "H", "H", "O"], "coordinates": [[0.94, 1.67, 0.32], [0.96, 0.33, 1.23], [-0.02, -0.66, 0.83], [0.46, -1.63, -0.34], [0.38, -2.91, 0.00], [0.83, -1.26, -1.44], [0.99, 1.49, -1.12], [0.06, 2.07, 0.90], [1.89, 2.32, 0.30], [0.93, 0.66, 2.32], [2.02, -0.10, 1.27], [-1.09, -0.37, 0.54], [-0.40, -1.50, 1.62], [0.21, -3.53, -0.82], [1.99, 1.32, -1.44], [0.45, 0.61, -1.62], [0.64, 2.23, -1.79], [-4.35, 0.19, -0.54], [-3.48, -0.82, 0.15], [-3.39, -0.13, -0.37]], "relative_energy_ev": 2.707, "e_tot_ha": -439.77507, "total_charge": 1, "spin_multiplicity": 1, "homo_lumo_gap_ha": 0.4084}


Record 4
{"formula": "C18H36BF4LiO10", "method": "the ωB97M-V functional and the def2-TZVPD basis", "species": ["Li", "B", "F", "F", "F", "F", "C", "O", "H", "H", "H", "H", "C", "O", "H", "H", "H", "H", "C", "O", "H", "H", "H", "H", "C", "O", "H", "H", "H", "H", "C", "O", "H", "H", "H", "H", "C", "O", "H", "H", "H", "H", "C", "C", "C", "C", "C", "C", "O", "O", "H", "H", "H", "H", "H", "H", "C", "C", "C", "C", "C", "C", "O", "O", "H", "H", "H", "H", "H", "H"], "coordinates": [[-22.87, -29.01, -54.73], [-21.84, -29.06, -57.29], [-22.33, -27.85, -56.71], [-21.21, -28.87, -58.38], [-21.08, -29.66, -56.31], [-23.04, -29.77, -57.39], [-20.68, -27.22, -53.83], [-21.97, -27.58, -53.50], [-20.25, -27.58, -54.70], [-19.97, -27.31, -52.90], [-20.83, -26.06, -54.09], [-21.87, -27.38, -52.47], [-23.59, -24.30, -56.03], [-24.50, -24.28, -57.17], [-22.96, -25.28, -56.12], [-24.05, -24.36, -54.96], [-22.93, -23.37, -56.11], [-24.28, -24.54, -57.90], [-25.29, -27.58, -54.15], [-24.80, -28.67, -54.86], [-26.19, -27.87, -53.49], [-25.36, -26.68, -54.78], [-24.43, -27.33, -53.51], [-25.23, -28.80, -55.79], [-22.19, -25.70, -59.56], [-23.36, -26.15, -58.88], [-22.34, -25.05, -60.38], [-21.63, -26.53, -59.45], [-21.82, -25.13, -58.72], [-23.13, -26.80, -58.25], [-25.33, -28.83, -59.74], [-25.95, -29.99, -59.13], [-25.94, -27.79, -59.71], [-25.39, -29.04, -60.85], [-24.30, -28.79, -59.56], [-25.71, -30.23, -58.31], [-21.95, -31.34, -53.82], [-23.01, -30.49, -53.44], [-21.87, -31.25, -54.95], [-22.17, -32.16, -53.65], [-21.01, -30.95, -53.22], [-23.50, -31.02, -52.73], [-20.53, -33.35, -58.30], [-21.50, -32.62, -57.72], [-22.59, -33.17, -57.17], [-22.69, -34.60, -57.02], [-21.61, -35.45, -57.49], [-20.54, -34.77, -58.19], [-19.61, -35.51, -58.67], [-23.66, -32.44, -56.79], [-19.64, -32.91, -58.78], [-21.48, -31.48, -57.86], [-23.67, -35.02, -56.56], [-21.67, -36.51, -57.33], [-19.04, -35.00, -59.23], [-23.44, -31.61, -56.84], [-20.10, -33.26, -61.98], [-19.92, -31.91, -61.67], [-20.77, -31.04, -61.06], [-22.01, -31.48, -60.82], [-22.31, -32.80, -61.01], [-21.40, -33.72, -61.56], [-21.79, -35.02, -61.68], [-20.43, -29.68, -60.94], [-19.50, -33.90, -62.43], [-18.91, -31.41, -62.14], [-22.85, -30.90, -60.61], [-23.29, -33.00, -60.68], [-22.57, -35.28, -61.13], [-21.19, -28.97, -60.82]], "relative_energy_ev": 1.611, "e_tot_ha": -1891.62981, "total_charge": 0, "spin_multiplicity": 1, "homo_lumo_gap_ha": 0.2544}